{"formula": "C18H37O3P3W", "method": "ωB97M-V/def2-TZVPD", "spin_multiplicity": 3, "gap_ev": [6.473, 5.309], "s2": 2.02, "charge": 4, "symbols": ["P", "C", "H", "H", "H", "C", "H", "H", "H", "C", "H", "H", "H", "P", "C", "H", "H", "H", "C", "H", "H", "H", "C", "H", "H", "H", "P", "C", "H", "H", "H", "C", "H", "H", "H", "C", "H", "H", "H", "W", "C", "O", "C", "O", "C", "C", "C", "C", "C", "C", "H", "H", "H", "H", "H", "H", "C", "O", "H", "H", "H", "H"], "xyz": [[2.59, -0.49, 0.28], [3.28, -0.75, 1.95], [4.38, -0.78, 1.84], [2.97, -1.71, 2.39], [3.00, 0.07, 2.63], [3.18, -2.00, -0.55], [3.12, -1.93, -1.64], [2.60, -2.86, -0.21], [4.24, -2.13, -0.27], [3.73, 0.79, -0.32], [4.74, 0.37, -0.30], [3.70, 1.67, 0.33], [3.51, 1.10, -1.34], [-0.80, 2.85, -0.24], [-0.82, 3.77, 1.35], [-1.28, 4.77, 1.21], [0.21, 3.88, 1.74], [-1.41, 3.21, 2.10], [0.17, 3.94, -1.34], [0.11, 3.60, -2.38], [1.23, 3.89, -1.03], [-0.20, 4.97, -1.27], [-2.55, 3.00, -0.77], [-2.80, 4.05, -0.95], [-3.20, 2.59, 0.03], [-2.73, 2.41, -1.68], [-2.01, -1.72, 0.34], [-2.79, -2.01, 1.94], [-3.38, -2.93, 1.87], [-3.44, -1.18, 2.19], [-2.02, -2.14, 2.70], [-3.45, -1.69, -0.76], [-4.10, -2.52, -0.45], [-3.20, -1.84, -1.81], [-4.00, -0.75, -0.66], [-1.27, -3.36, 0.01], [-2.11, -4.07, -0.07], [-0.63, -3.65, 0.86], [-0.70, -3.40, -0.91], [-0.04, 0.30, -0.91], [0.96, 1.10, 0.73], [1.24, 1.74, 1.72], [-1.46, 0.29, 0.75], [-1.93, 0.91, 1.68], [-1.36, -0.08, -2.71], [-0.71, -1.30, -2.54], [0.68, -1.37, -2.59], [1.41, -0.18, -2.57], [0.78, 1.06, -2.77], [-0.64, 1.12, -2.82], [-2.45, -0.04, -2.76], [-1.29, -2.23, -2.53], [1.18, -2.34, -2.60], [2.50, -0.22, -2.59], [1.39, 1.96, -2.84], [-1.15, 2.07, -2.92], [0.38, -1.42, 3.86], [0.33, -2.26, 2.71], [1.40, -1.13, 4.16], [-0.10, -1.94, 4.69], [-0.19, -0.52, 3.62], [1.20, -2.55, 2.42]], "lowdin_spin": [0.056, 0.020, 0.003, 0.000, 0.000, 0.003, 0.000, 0.000, 0.001, 0.006, 0.001, 0.000, 0.000, -0.030, -0.003, -0.001, 0.000, 0.000, -0.003, 0.000, 0.000, -0.001, -0.003, -0.001, 0.000, 0.000, 0.120, 0.047, 0.009, 0.000, 0.000, 0.013, 0.004, 0.000, 0.000, -0.001, 0.001, 0.000, 0.000, 1.015, 0.044, 0.065, 0.137, 0.144, 0.040, 0.082, 0.057, 0.092, 0.026, 0.033, 0.003, 0.002, 0.001, 0.002, 0.003, 0.001, 0.000, 0.011, 0.000, 0.001, 0.000, 0.000]}